The following is a quantum chemistry calculation of a molecular structure, C50H59BI2N9O5RbS in a non-equilibrium geometry, from the Open Molecules 2025 dataset.

## Properties
LUMO level in eV: 3.59
Charge: -2
Total energy in a.u.: -3852.37415
F_max in eV Å⁻¹: 3.04
HOMO energy in eV: -3.613
Orbital gap in eV: 7.204

```
128
Properties=species:S:1:pos:R:3:forces:R:3
Rb 0.014 0.940 -0.161 2.97 0.20 0.60
O -1.709 -0.079 1.223 -1.16 -0.91 0.42
C -2.607 -1.108 1.324 0.24 -0.13 0.15
C -3.637 -1.077 0.130 0.33 -0.07 -0.12
C -3.266 -1.603 -1.240 0.24 0.29 -0.13
C -3.969 -2.699 -1.747 -0.06 0.03 -0.04
C -3.676 -3.169 -3.012 0.01 0.00 -0.01
C -2.676 -2.547 -3.737 -0.09 -0.04 -0.09
C -2.004 -1.462 -3.184 0.03 0.25 0.33
C -0.912 -0.786 -3.979 0.00 -0.02 0.21
C 0.537 -0.817 -3.351 0.17 -0.03 0.04
O 0.668 0.141 -2.402 0.08 -0.60 -1.14
C 0.861 -2.217 -2.761 0.11 0.04 0.05
C 0.502 -3.431 -3.351 0.02 -0.02 0.01
C 0.873 -4.649 -2.784 0.01 0.17 0.02
C 1.605 -4.677 -1.602 -0.04 0.13 -0.01
C 1.951 -3.476 -0.990 -0.04 -0.03 -0.11
C 1.580 -2.266 -1.567 0.04 -0.09 0.05
C 1.532 -0.563 -4.546 -0.02 0.01 0.06
C 2.309 0.592 -4.499 0.10 0.04 -0.06
C 3.193 0.909 -5.530 0.00 -0.06 0.00
C 3.338 0.062 -6.624 -0.10 -0.07 0.16
C 2.571 -1.101 -6.682 -0.02 0.11 0.12
C 1.676 -1.400 -5.659 0.01 0.04 0.02
N -2.320 -0.979 -1.965 -0.02 -0.32 -0.01
C -3.493 -0.980 2.606 0.17 0.02 0.01
C -3.263 0.086 3.464 0.06 0.08 0.12
C -3.963 0.201 4.666 0.02 -0.21 -0.01
C -4.918 -0.745 5.016 0.12 0.02 -0.13
C -5.160 -1.818 4.158 0.11 0.10 -0.07
C -4.445 -1.935 2.971 -0.03 0.03 0.02
C -1.802 -2.439 1.533 0.04 0.21 -0.02
C -1.718 -3.519 0.659 -0.01 -0.05 0.13
C -0.901 -4.619 0.938 -0.07 0.13 0.02
C -0.139 -4.659 2.091 -0.03 0.11 0.05
C -0.196 -3.579 2.973 -0.06 0.02 -0.08
C -1.014 -2.496 2.695 -0.03 -0.01 -0.05
H -3.839 -0.009 0.028 -0.12 0.03 -0.02
H -4.566 -1.560 0.426 -0.08 -0.11 0.00
H -4.730 -3.170 -1.138 0.00 0.00 0.00
H -4.216 -4.013 -3.427 0.00 0.02 0.01
H -2.424 -2.884 -4.737 0.02 0.00 0.08
H -1.136 0.281 -4.044 -0.05 -0.01 -0.09
H -0.912 -1.190 -4.994 -0.04 -0.06 0.03
H -0.087 -3.446 -4.262 0.03 0.03 0.03
H 0.576 -5.576 -3.263 0.00 0.01 0.00
H 1.883 -5.625 -1.152 -0.01 0.06 -0.02
H 2.497 -3.467 -0.052 -0.04 0.01 -0.06
H 1.870 -1.334 -1.095 -0.05 -0.09 -0.09
H 2.199 1.240 -3.637 0.04 -0.06 -0.06
H 3.768 1.833 -5.476 -0.08 -0.11 0.02
H 4.031 0.301 -7.422 -0.02 0.02 -0.01
H 2.662 -1.770 -7.531 0.00 0.01 0.04
H 1.091 -2.311 -5.733 0.04 0.05 0.03
H -2.498 0.805 3.168 -0.16 -0.15 0.07
H -3.759 1.033 5.336 0.00 -0.14 -0.07
H -5.465 -0.653 5.949 0.02 0.00 -0.04
H -5.896 -2.570 4.423 0.02 0.00 -0.01
H -4.609 -2.801 2.332 0.01 0.08 0.05
H -2.273 -3.529 -0.264 0.00 0.01 -0.01
H -0.849 -5.433 0.223 -0.01 0.04 0.01
H 0.510 -5.506 2.296 -0.04 0.06 -0.01
H 0.417 -3.572 3.869 -0.05 0.01 -0.08
H -1.038 -1.653 3.381 -0.01 -0.07 -0.07
O 2.010 -1.278 2.028 -0.06 0.23 -0.14
H 2.533 -0.471 1.912 -0.06 -0.10 0.12
H 1.098 -1.030 1.820 0.06 -0.13 0.10
O -0.056 2.561 -3.107 -0.10 0.15 0.09
H -0.592 2.493 -3.901 0.01 0.05 0.01
H 0.235 1.627 -2.898 0.03 -0.20 -0.06
O -2.300 1.939 -0.442 -0.60 0.00 0.09
H -2.154 1.199 0.223 -0.90 0.17 0.15
H -1.888 1.572 -1.235 -0.84 0.40 -0.41
B 3.895 2.019 3.359 0.06 0.06 0.11
C 3.135 2.552 2.081 0.16 -0.34 0.25
N 2.571 2.913 1.143 0.16 -0.21 0.11
H 3.342 2.518 4.325 0.04 -0.06 -0.08
H 5.052 2.394 3.265 -0.09 -0.05 0.01
H 3.819 0.801 3.379 -0.02 0.15 -0.05
I 1.642 4.286 -0.281 -0.17 0.84 -0.64
I 0.509 6.383 -1.981 0.10 -0.25 0.20
C -1.362 4.297 1.837 0.12 -0.15 0.18
C -0.898 3.312 2.872 -0.12 -0.28 0.12
N -0.182 2.240 2.655 0.03 0.08 0.23
C 0.010 1.632 3.886 0.04 0.01 -0.30
C -0.608 2.340 4.864 -0.12 0.06 -0.17
N -1.208 3.410 4.211 0.14 0.20 0.06
C -1.924 4.477 4.838 -0.30 -0.46 -0.03
N -3.237 4.055 5.319 0.45 0.26 0.00
N -3.570 4.296 6.607 -0.44 -0.29 -0.38
N -4.779 3.908 6.805 0.08 -0.06 -0.20
C -5.267 3.392 5.614 -0.20 0.13 0.47
C -6.517 2.840 5.310 -0.13 -0.06 0.00
C -6.719 2.404 4.022 0.00 0.04 0.05
C -5.703 2.502 3.044 -0.01 0.04 0.00
C -4.472 3.040 3.328 0.01 0.10 -0.01
C -4.281 3.489 4.646 0.24 0.16 -0.17
H -1.453 3.788 0.879 -0.01 -0.03 -0.01
H -0.653 5.118 1.718 0.03 -0.02 0.02
H -2.333 4.728 2.081 -0.04 -0.03 0.01
H 0.579 0.713 3.979 -0.09 0.23 -0.05
H -0.700 2.195 5.932 0.00 0.04 -0.19
H -2.031 5.283 4.127 -0.07 0.19 -0.17
H -1.399 4.844 5.707 0.12 0.09 0.29
H -7.284 2.758 6.073 0.06 0.00 -0.06
H -7.670 1.961 3.748 0.06 0.01 0.01
H -5.885 2.114 2.047 0.02 0.03 0.09
H -3.691 3.062 2.579 -0.05 0.02 0.05
C 5.849 -2.812 -2.863 0.04 0.05 0.00
C 4.856 -1.775 -3.375 0.19 0.19 -0.02
N 5.348 -0.393 -3.278 0.02 -0.56 -0.01
C 5.179 0.380 -2.183 -0.20 -0.03 -0.02
S 4.562 -0.146 -0.726 0.20 0.02 -0.20
N 5.528 1.693 -2.379 0.17 -0.07 -0.06
C 6.653 2.097 -3.217 -0.14 -0.03 0.17
C 8.007 1.745 -2.611 0.05 -0.06 0.04
H 5.402 -3.811 -2.926 0.07 0.17 -0.01
H 6.092 -2.612 -1.817 -0.01 -0.02 -0.08
H 6.773 -2.799 -3.455 -0.11 -0.01 0.10
H 3.926 -1.853 -2.824 -0.23 0.00 0.11
H 4.636 -1.949 -4.429 -0.04 0.04 0.00
H 5.367 0.109 -4.151 -0.04 -0.05 -0.04
H 5.410 2.215 -1.529 -0.01 0.21 0.18
H 6.571 3.172 -3.371 -0.03 0.07 0.00
H 6.561 1.638 -4.199 -0.02 0.05 -0.12
H 8.098 2.181 -1.614 0.03 -0.01 -0.04
H 8.827 2.122 -3.233 -0.09 -0.05 0.05
H 8.109 0.661 -2.515 0.00 0.08 0.00
```
Forces are in eV/Å.